{"formula": "CH3NS3", "method": "ωB97M-V/def2-TZVPD", "lumo_energy_ev": [-0.65, -0.65], "multiplicity": 1, "e_tot_ev": -35077.107, "e_homo_ha": [-0.282, -0.282], "symbols": ["S", "S", "S", "N", "C", "H", "H", "H"], "xyz": [[-1.44, -0.02, 0.56], [3.24, -0.44, 0.34], [0.72, 1.06, -0.04], [-1.91, -1.07, -0.44], [1.68, -0.13, 0.42], [-2.26, 0.90, 0.01], [3.96, 0.60, -0.17], [-1.34, -1.93, -0.20]]}



{"formula": "CH3NSSi", "method": "ωB97M-V/def2-TZVPD", "lumo_energy_ev": -2.38, "multiplicity": 1, "e_tot_ev": -21285.314, "e_homo_ha": -0.363, "symbols": ["S", "Si", "N", "C", "H", "H", "H"], "xyz": [[-2.57, 0.41, 0.03], [-0.06, -0.02, -0.39], [3.17, -0.03, 0.12], [2.05, 0.16, -0.02], [-2.40, -0.48, 1.13], [-0.08, -1.26, 0.28], [-0.09, 1.21, -1.16]]}



{"formula": "CH3NSi", "method": "ωB97M-V/def2-TZVPD", "lumo_energy_ev": 0.40, "multiplicity": 1, "e_tot_ev": -10451.641, "e_homo_ha": -0.417, "symbols": ["Si", "N", "C", "H", "H", "H"], "xyz": [[-0.19, 0.02, 0.49], [0.28, -0.50, -2.46], [0.10, -0.29, -1.35], [1.25, -0.24, 1.35], [0.01, 1.38, 0.88], [-1.44, -0.36, 1.09]]}



{"formula": "CH3NSi", "method": "ωB97M-V/def2-TZVPD", "lumo_energy_ev": -1.78, "multiplicity": 1, "e_tot_ev": -10449.466, "e_homo_ha": -0.413, "symbols": ["Si", "N", "C", "H", "H", "H"], "xyz": [[0.09, -0.03, -0.11], [2.60, -0.31, -2.96], [1.87, -0.05, -2.13], [-0.08, -1.01, 1.01], [-1.28, -0.11, -0.73], [0.83, 1.06, 0.67]]}



{"formula": "CH3O2", "method": "ωB97M-V/def2-TZVPD", "lumo_energy_ev": [0.58, 0.45], "multiplicity": 2, "e_tot_ev": -5177.736, "e_homo_ha": [-0.276, -0.417], "symbols": ["O", "O", "C", "H", "H", "H"], "xyz": [[2.07, -3.25, -0.14], [5.47, -1.50, 1.48], [4.90, -1.70, 2.48], [2.83, -2.93, -0.66], [4.75, -1.68, 3.59], [2.28, -3.08, 0.81]]}



{"formula": "CH3O2S", "method": "ωB97M-V/def2-TZVPD", "lumo_energy_ev": [2.95, 4.11], "total_charge": -1, "multiplicity": 1, "e_tot_ev": -16010.192, "e_homo_ha": [-0.127, -0.099], "symbols": ["S", "O", "O", "C", "H", "H", "H"], "xyz": [[-0.46, -0.38, 0.16], [-2.45, 1.32, -0.07], [-0.58, -1.83, -0.09], [1.15, 0.15, -0.21], [1.48, -0.23, -1.17], [-0.33, -0.28, 1.58], [1.18, 1.24, -0.19]]}



{"formula": "CH3O3", "method": "ωB97M-V/def2-TZVPD", "lumo_energy_ev": 3.15, "total_charge": -1, "multiplicity": 1, "e_tot_ev": -7229.147, "e_homo_ha": -0.132, "symbols": ["O", "O", "O", "C", "H", "H", "H"], "xyz": [[1.73, -1.21, 0.67], [0.00, 0.00, 0.00], [-4.69, -2.21, 4.21], [1.04, -0.15, 0.69], [1.44, 0.76, 1.21], [-3.91, -1.91, 3.68], [-4.33, -2.89, 4.81]]}



{"formula": "CH3O3", "method": "ωB97M-V/def2-TZVPD", "lumo_energy_ev": 4.44, "total_charge": -1, "multiplicity": 1, "e_tot_ev": -7229.701, "e_homo_ha": -0.154, "symbols": ["O", "O", "O", "C", "H", "H", "H"], "xyz": [[0.23, 0.16, 0.79], [-0.42, 1.32, -1.81], [-0.91, -1.67, 1.63], [0.08, -1.06, 1.10], [0.09, 2.12, -1.65], [-0.08, 0.80, -1.04], [1.01, -1.66, 0.98]]}



{"formula": "CH3O3S", "method": "ωB97M-V/def2-TZVPD", "lumo_energy_ev": 3.94, "total_charge": -1, "multiplicity": 1, "e_tot_ev": -18062.697, "e_homo_ha": -0.090, "symbols": ["S", "O", "O", "O", "C", "H", "H", "H"], "xyz": [[-0.05, -1.86, -0.63], [1.64, 1.36, 0.54], [1.09, -0.72, 0.18], [-0.87, -1.00, -1.58], [0.97, 0.53, -0.07], [-1.25, 0.17, 1.32], [0.07, 0.68, -0.79], [-1.59, 0.84, 1.04]]}



{"formula": "CH3O4S", "method": "ωB97M-V/def2-TZVPD", "lumo_energy_ev": [3.89, 2.12], "total_charge": -1, "multiplicity": 1, "e_tot_ev": -20107.450, "e_homo_ha": [-0.211, -0.060], "symbols": ["S", "O", "O", "O", "O", "C", "H", "H", "H"], "xyz": [[-2.36, -0.18, 0.38], [1.97, -0.78, -0.28], [-2.53, 1.27, 0.38], [-2.85, -0.85, -0.84], [2.84, -0.82, 0.80], [0.95, 0.15, -0.13], [0.76, 0.60, -1.11], [-0.01, -0.32, 0.21], [1.22, 0.93, 0.59]]}



{"formula": "CH3O4S2", "method": "ωB97M-V/def2-TZVPD", "lumo_energy_ev": 3.36, "total_charge": -1, "multiplicity": 1, "e_tot_ev": -30946.835, "e_homo_ha": -0.175, "symbols": ["S", "S", "O", "O", "O", "O", "C", "H", "H", "H"], "xyz": [[0.30, -1.49, 0.39], [0.98, 0.95, -1.02], [-0.31, -1.82, -0.88], [1.15, -2.50, 0.96], [1.54, -0.31, 0.09], [-0.57, -0.92, 1.41], [-0.60, 1.51, -0.36], [-0.30, 2.41, 0.16], [-1.45, 1.55, -0.96], [-0.74, 0.63, 0.21]]}



{"formula": "CH3O4S2", "method": "ωB97M-V/def2-TZVPD", "lumo_energy_ev": [3.23, 2.27], "total_charge": -1, "multiplicity": 3, "e_tot_ev": -30945.480, "e_homo_ha": [-0.133, -0.195], "symbols": ["S", "S", "O", "O", "O", "O", "C", "H", "H", "H"], "xyz": [[1.74, -0.73, 0.50], [-0.97, 1.73, 0.27], [2.90, -0.19, 1.32], [1.12, -1.98, 0.98], [-1.92, 1.51, 1.40], [2.04, -0.65, -0.93], [-1.28, 0.35, -0.80], [-0.53, 0.37, -1.66], [-2.28, 0.06, -1.01], [-0.83, -0.46, -0.06]]}



{"formula": "CH3O4Si", "method": "ωB97M-V/def2-TZVPD", "lumo_energy_ev": 3.98, "total_charge": -1, "multiplicity": 1, "e_tot_ev": -17155.713, "e_homo_ha": -0.188, "symbols": ["Si", "O", "O", "O", "O", "C", "H", "H", "H"], "xyz": [[-0.35, 0.84, -0.09], [2.48, 0.21, 0.33], [-0.51, 2.32, 0.06], [1.11, -1.88, -0.18], [-1.39, -0.13, 0.76], [1.38, -0.13, 0.12], [0.20, -1.83, -0.24], [-2.17, 0.44, 0.71], [-0.75, 0.15, -1.47]]}



{"formula": "CH3OPS", "method": "ωB97M-V/def2-TZVPD", "lumo_energy_ev": -0.27, "multiplicity": 1, "e_tot_ev": -23254.101, "e_homo_ha": -0.284, "symbols": ["S", "P", "O", "C", "H", "H", "H"], "xyz": [[-2.13, -0.35, -0.09], [1.45, 0.05, -0.41], [0.79, -1.24, 0.36], [-1.02, 0.80, -0.25], [1.53, 0.78, 0.78], [-0.97, 1.84, -0.21], [0.35, -1.88, -0.19]]}



{"formula": "CH3OPS", "method": "ωB97M-V/def2-TZVPD", "lumo_energy_ev": 0.24, "multiplicity": 1, "e_tot_ev": -23255.748, "e_homo_ha": -0.339, "symbols": ["S", "P", "O", "C", "H", "H", "H"], "xyz": [[-0.92, -1.39, 0.12], [-0.55, 0.58, 0.40], [-1.63, 1.13, -0.39], [0.63, -0.44, -0.38], [0.97, -0.30, -1.33], [0.12, 1.30, 1.36], [1.38, -0.88, 0.22]]}



{"formula": "CH3OPS", "method": "ωB97M-V/def2-TZVPD", "lumo_energy_ev": [0.66, -2.33], "multiplicity": 3, "e_tot_ev": -23252.451, "e_homo_ha": [-0.244, -0.337], "symbols": ["S", "P", "O", "C", "H", "H", "H"], "xyz": [[-0.75, -0.04, 1.47], [-0.21, 0.99, -0.91], [-1.31, 0.99, 0.22], [0.30, -0.79, -0.17], [-0.21, -1.79, -0.47], [0.86, 1.70, -0.32], [1.31, -1.06, 0.19]]}



{"formula": "CH3PS", "method": "ωB97M-V/def2-TZVPD", "lumo_energy_ev": [-1.38, -1.86], "multiplicity": 1, "e_tot_ev": -21206.241, "e_homo_ha": [-0.345, -0.327], "symbols": ["S", "P", "C", "H", "H", "H"], "xyz": [[2.62, -0.51, -0.38], [0.68, 0.90, 0.86], [-0.68, 0.02, 0.00], [-0.52, -1.07, 0.24], [-0.41, 0.28, -0.99], [-1.70, 0.38, 0.27]]}



{"formula": "CH4BBr", "method": "ωB97M-V/def2-TZVPD", "lumo_energy_ev": [-0.95, -2.91], "multiplicity": 1, "e_tot_ev": -71816.579, "e_homo_ha": [-0.360, -0.294], "symbols": ["Br", "C", "B", "H", "H", "H", "H"], "xyz": [[-4.13, -0.11, 0.11], [0.95, -0.17, 0.30], [-0.29, 0.51, -0.22], [1.06, -0.43, 1.36], [-0.50, 1.22, -1.10], [0.93, -1.05, -0.38], [1.97, 0.03, -0.07]]}



{"formula": "CH4BBrO2", "method": "ωB97M-V/def2-TZVPD", "lumo_energy_ev": [-0.43, -3.69], "multiplicity": 1, "e_tot_ev": -75915.318, "e_homo_ha": [-0.418, -0.328], "symbols": ["Br", "O", "O", "C", "B", "H", "H", "H", "H"], "xyz": [[0.85, -2.81, -0.82], [1.16, 0.40, -0.62], [-1.21, -0.19, -0.75], [-0.26, 0.71, 1.48], [-0.10, 0.37, -0.11], [-1.22, 0.60, 1.92], [0.63, 1.19, 2.04], [1.18, 0.28, -1.51], [-1.02, -0.56, -1.63]]}



{"formula": "CH4BNa6O3", "method": "ωB97M-V/def2-TZVPD", "lumo_energy_ev": -14.01, "total_charge": 3, "multiplicity": 1, "e_tot_ev": -34378.923, "e_homo_ha": -0.758, "symbols": ["Na", "Na", "Na", "Na", "Na", "Na", "O", "O", "O", "C", "B", "H", "H", "H", "H"], "xyz": [[-0.64, 1.06, 0.64], [0.32, -1.36, -1.85], [-2.37, -2.22, 0.16], [0.08, -2.86, 0.31], [1.28, 0.57, -1.10], [-0.53, -1.13, 1.95], [-0.33, 0.09, -0.98], [-0.85, -1.98, -0.69], [-1.72, -0.54, 0.61], [-0.97, -0.82, -0.34], [1.17, 1.84, 0.25], [1.67, 2.02, 1.20], [0.77, 0.84, 0.31], [0.33, 2.51, 0.16], [1.80, 1.99, -0.61]]}